Entry 1:
{
  "formula": "C23H25N5O6S5SeTl",
  "method": "wB97M-V/def2-TZVPD",
  "symbols": ["Tl", "C", "S", "C", "S", "N", "N", "C", "C", "C", "C", "C", "C", "N", "H", "H", "H", "H", "H", "H", "H", "H", "O", "S", "O", "O", "C", "C", "C", "C", "C", "C", "S", "O", "O", "O", "H", "H", "H", "H", "Se", "C", "C", "C", "C", "C", "C", "H", "H", "H", "H", "H", "C", "N", "C", "S", "N", "C", "H", "H", "H", "H", "H", "H", "H", "H"],
  "positions_angstrom": [[0.27120, 2.30722, 0.35917], [6.31457, 2.90148, -1.43917], [7.64227, 2.48660, -0.36913], [6.69578, 1.72904, 0.93709], [6.19010, 2.49460, 2.27920], [6.19671, 0.50671, 0.54988], [5.69216, -0.00982, 1.66673], [5.14349, -1.19762, 1.67145], [4.86007, -1.66451, 3.00469], [5.74010, -2.46174, 3.74387], [5.40971, -2.95236, 5.00024], [4.16946, -2.52011, 5.49142], [3.36902, -1.67924, 4.71938], [3.67011, -1.29191, 3.48966], [6.15658, 3.97216, -1.51281], [5.35705, 2.42212, -1.19138], [6.60484, 2.52845, -2.43265], [4.70806, -1.68786, 0.84954], [6.64763, -2.76621, 3.24223], [5.94085, -3.61911, 5.67318], [3.77932, -2.83938, 6.48959], [2.40284, -1.25411, 5.01105], [-1.78364, 2.15508, -0.80499], [-2.55992, 3.39850, -0.42276], [-3.29507, 3.84187, -1.58435], [-1.71962, 4.35454, 0.31811], [-3.81584, 2.79098, 0.76919], [-5.11126, 3.20774, 0.35265], [-6.20708, 2.63469, 0.84893], [-6.05537, 1.64110, 1.81819], [-4.81175, 1.21912, 2.24621], [-3.58595, 1.82306, 1.75346], [-2.04888, 1.15004, 2.45866], [-1.63944, 0.07741, 1.55761], [-2.45481, 0.69174, 3.74810], [-1.05577, 2.27230, 2.37957], [-5.08824, 4.06551, -0.27171], [-7.19797, 3.02778, 0.55293], [-6.87923, 1.05729, 2.32535], [-4.69248, 0.35468, 2.94487], [0.42620, -4.10322, -2.12001], [-1.06518, -3.59590, -1.17816], [-2.27479, -3.54746, -1.83566], [-3.43062, -3.31492, -1.15863], [-3.31371, -2.86010, 0.16174], [-2.08080, -2.91854, 0.85755], [-0.99508, -3.39291, 0.19346], [-2.22327, -3.77738, -2.88501], [-4.39614, -3.28773, -1.62975], [-4.18205, -2.58577, 0.78233], [-1.92975, -2.61282, 1.87812], [-0.00591, -3.54836, 0.61724], [-2.45706, 1.52113, -4.08894], [-1.52397, 0.90148, -3.22491], [-0.35007, 0.39056, -3.58071], [0.83620, 0.31868, -2.33741], [-0.17329, -0.11181, -4.83617], [-1.06141, -0.91487, -5.67978], [-2.95284, 2.33134, -3.52979], [-3.08784, 0.73746, -4.54293], [-2.01576, 1.82459, -5.05259], [-1.67382, 1.23269, -2.24054], [0.81400, -0.35079, -5.07770], [-1.82962, -1.34307, -5.02701], [-0.51483, -1.77440, -6.14064], [-1.49820, -0.38566, -6.54737]],
  "charge": -1
}


Entry 2:
{
  "formula": "C23H25N7O11PV",
  "method": "wB97M-V/def2-TZVPD",
  "symbols": ["V", "O", "C", "O", "C", "O", "C", "C", "O", "O", "H", "H", "H", "H", "H", "O", "C", "C", "C", "C", "C", "C", "C", "O", "N", "O", "O", "H", "H", "H", "H", "N", "C", "N", "C", "N", "C", "C", "C", "C", "C", "C", "C", "C", "N", "H", "H", "H", "H", "H", "H", "N", "C", "P", "O", "O", "C", "N", "H", "H", "H", "H", "H", "H", "H", "H", "H", "H"],
  "positions_angstrom": [[0.47954, 0.53205, 0.02191], [-2.81368, 2.33525, -2.08218], [-2.28025, 1.45783, -1.25178], [-1.11757, 1.11313, -1.34861], [-3.33930, 0.93680, -0.30100], [-2.87798, 0.02692, 0.64570], [-2.72281, 0.46498, 1.98185], [-1.30857, 0.88324, 2.34517], [-0.91444, 0.98556, 3.46150], [-0.56034, 1.18622, 1.26438], [-2.14956, 2.60726, -2.73605], [-3.86503, 1.79215, 0.13279], [-4.05626, 0.42154, -0.94890], [-3.38974, 1.30265, 2.20838], [-2.99120, -0.36355, 2.63421], [1.19167, -0.42131, -1.39845], [1.73588, -1.17583, -2.23159], [1.14081, -2.27980, -2.86612], [1.98488, -3.10459, -3.63753], [1.49047, -4.27014, -4.14012], [0.16327, -4.65744, -3.91852], [-0.67867, -3.85371, -3.19062], [-0.20847, -2.64273, -2.66183], [-0.97635, -1.81087, -1.99960], [2.37266, -5.15063, -4.92465], [3.52093, -4.79393, -5.07144], [1.88444, -6.16949, -5.36287], [2.77976, -0.94883, -2.47180], [3.01878, -2.83626, -3.81033], [-0.18136, -5.58973, -4.34419], [-1.71383, -4.13008, -3.03916], [3.23799, -2.88381, 3.88129], [3.27923, -1.79790, 3.48213], [3.32220, -0.56255, 3.04939], [2.62052, -0.19949, 2.06538], [2.02496, 0.17597, 1.12996], [1.32811, 2.37277, -0.44911], [1.97275, 2.32814, -1.78427], [1.29214, 2.68871, -2.94574], [1.87927, 2.55663, -4.19210], [3.17602, 2.06112, -4.29532], [3.88809, 1.73196, -3.14100], [3.28793, 1.86629, -1.90399], [3.78040, 1.89108, -5.58868], [4.25022, 1.75003, -6.62738], [0.49057, 3.06749, -0.39146], [2.04513, 2.57007, 0.34274], [0.29032, 3.09244, -2.86761], [1.34384, 2.83984, -5.08823], [4.90829, 1.38111, -3.22370], [3.84095, 1.60823, -1.00830], [-2.57578, -2.83748, -0.34548], [-1.66816, -3.75848, 0.35944], [-0.09945, -2.93568, 0.88718], [1.05186, -3.38357, 0.03309], [-0.39506, -1.47215, 1.09682], [0.28028, -3.72218, 2.53203], [1.53770, -4.52235, 2.35571], [-3.49279, -3.25727, -0.44832], [-1.75111, -2.25969, -1.56354], [-2.67588, -1.97499, 0.18503], [-1.38713, -4.57424, -0.30938], [-2.14012, -4.19956, 1.24362], [-0.51545, -4.36976, 2.89051], [0.46631, -2.95301, 3.27980], [1.79845, -4.40082, 1.35275], [1.41873, -5.50654, 2.57723], [2.29755, -4.12620, 2.95330]],
  "charge": 1,
  "spin_multiplicity": 2,
  "s2": 0.78
}


Entry 3:
{
  "formula": "C23H25N7O2Ti",
  "method": "wB97M-V/def2-TZVPD",
  "symbols": ["Ti", "O", "C", "N", "C", "C", "C", "C", "C", "C", "N", "C", "O", "C", "C", "C", "C", "C", "N", "C", "C", "C", "C", "C", "N", "H", "H", "H", "H", "H", "H", "H", "H", "H", "H", "H", "H", "C", "N", "C", "C", "N", "N", "C", "C", "H", "H", "H", "H", "H", "H", "H", "H", "H", "H", "H", "H", "H"],
  "positions_angstrom": [[-0.70115, 0.62009, 0.13479], [1.87206, 3.61924, 1.49051], [1.54784, 2.70058, 0.74387], [0.37437, 2.49700, 0.10737], [-0.50781, 3.60834, 0.01166], [-0.05587, 4.91716, -0.14039], [-0.94863, 5.96844, -0.26919], [-2.31211, 5.72639, -0.23745], [-2.78529, 4.42971, -0.10864], [-1.89210, 3.36087, -0.01179], [-2.26438, 2.00088, 0.12649], [-3.53949, 1.58961, 0.14632], [-4.58724, 2.21555, 0.01252], [-3.66886, 0.09113, 0.39181], [-4.93168, -0.48474, 0.42214], [-5.04346, -1.84329, 0.64812], [-3.89014, -2.59524, 0.83345], [-2.67210, -1.94702, 0.78652], [-2.55864, -0.63327, 0.57778], [2.63027, 1.66833, 0.43861], [3.88604, 1.82751, 1.01828], [4.88962, 0.93396, 0.69164], [4.61224, -0.09024, -0.20399], [3.33034, -0.17080, -0.72170], [2.35942, 0.68247, -0.41266], [1.00547, 5.11305, -0.13474], [-0.57233, 6.97772, -0.38138], [-3.01640, 6.54509, -0.31680], [-3.84309, 4.22959, -0.09925], [-5.78395, 0.16048, 0.26684], [-6.01619, -2.31707, 0.67878], [-3.93343, -3.66081, 1.01033], [-1.74355, -2.49241, 0.91279], [4.03108, 2.65226, 1.70068], [5.87813, 1.03619, 1.12122], [5.36948, -0.80387, -0.50047], [3.07172, -0.95367, -1.43045], [0.94048, -3.61068, 1.29206], [0.90610, -2.29594, 0.67233], [0.80872, -1.20946, 1.62879], [0.65690, -2.12797, -0.66059], [0.03533, -1.07598, -1.08901], [1.07333, -3.15385, -1.48065], [0.57268, -3.18345, -2.84196], [2.40967, -3.71789, -1.33350], [0.19728, -3.65241, 2.09328], [1.91802, -3.82337, 1.73238], [0.70388, -4.37956, 0.56276], [1.64821, -1.28992, 2.32382], [-0.11863, -1.25754, 2.20948], [0.96236, -0.21551, 1.18598], [0.08428, -0.97566, -2.09396], [-0.49703, -2.98297, -2.85463], [0.73946, -4.17959, -3.24961], [1.08268, -2.46146, -3.49222], [2.84936, -3.42265, -0.38591], [3.06199, -3.35590, -2.13483], [2.37473, -4.80744, -1.38761]],
  "spin_multiplicity": 3,
  "s2": 2.00
}


Entry 4:
{
  "formula": "C23H25N7O6OsSSe4",
  "method": "wB97M-V/def2-TZVPD",
  "symbols": ["Os", "N", "C", "C", "C", "C", "C", "C", "S", "O", "O", "N", "C", "N", "C", "C", "C", "N", "H", "H", "H", "H", "H", "H", "H", "H", "H", "Se", "Se", "Se", "Se", "C", "C", "N", "C", "C", "N", "C", "C", "H", "H", "H", "H", "H", "H", "H", "H", "H", "H", "H", "H", "O", "C", "O", "C", "C", "C", "C", "C", "C", "N", "O", "O", "H", "H", "H", "H"],
  "positions_angstrom": [[1.08648, -0.07602, -0.90671], [-5.65202, 4.72021, -0.65025], [-4.46091, 4.17856, -0.21793], [-4.43120, 3.28735, 0.86077], [-3.24838, 2.69571, 1.25569], [-2.06922, 2.98951, 0.57879], [-2.07802, 3.89580, -0.47504], [-3.26276, 4.48560, -0.87233], [-0.53475, 2.23471, 1.02470], [0.47423, 2.97326, 0.31383], [-0.39796, 2.15581, 2.44845], [-0.59177, 0.68291, 0.33232], [-1.09729, -0.29478, 1.18497], [-2.10166, -0.04086, 2.04094], [-2.46940, -1.02343, 2.84777], [-1.90012, -2.28765, 2.81224], [-0.94981, -2.47851, 1.83074], [-0.56456, -1.50349, 1.01380], [-6.45614, 4.67409, -0.05355], [-5.62058, 5.48986, -1.29340], [-5.35450, 3.06543, 1.38500], [-3.22138, 2.00060, 2.08085], [-1.15179, 4.14751, -0.97197], [-3.26815, 5.19075, -1.69595], [-3.26489, -0.78748, 3.54928], [-2.20240, -3.07993, 3.48114], [-0.47063, -3.44170, 1.67647], [3.23258, -0.54605, -1.88450], [3.66272, 0.10853, -3.93064], [0.41724, 1.68816, -4.43359], [0.57687, 1.76951, -2.22968], [-1.45004, -1.08977, -2.42112], [-2.23469, -2.16365, -3.22152], [-1.34007, -3.22487, -3.67775], [-0.75786, -3.89486, -2.52162], [-0.05139, -2.87202, -1.59243], [-0.03606, -1.52130, -2.23199], [0.61173, -1.71579, -3.55856], [-0.26160, -2.62622, -4.45576], [-1.87854, -0.93202, -1.43308], [-1.44692, -0.14259, -2.94836], [-2.70209, -1.71308, -4.09771], [-3.02095, -2.61064, -2.61164], [-0.06142, -4.65539, -2.87827], [-1.55864, -4.40105, -1.98088], [0.98100, -3.15264, -1.38263], [-0.57052, -2.78143, -0.65478], [1.58200, -2.16903, -3.38107], [0.76579, -0.75119, -4.02258], [0.34207, -3.42472, -4.88876], [-0.70108, -2.05029, -5.27212], [2.15588, -1.36864, 0.62241], [2.61891, -0.30506, 1.11930], [2.26778, 0.79797, 0.59942], [3.61405, -0.31738, 2.22194], [4.15467, -1.52524, 2.64751], [5.15795, -1.53797, 3.60488], [5.61584, -0.34560, 4.13975], [5.05509, 0.84504, 3.70873], [4.06023, 0.88590, 2.75228], [5.55416, 2.11137, 4.27730], [6.33582, 2.04074, 5.20744], [5.15675, 3.14493, 3.78117], [3.78286, -2.44263, 2.21052], [5.59121, -2.47431, 3.93001], [6.40121, -0.31597, 4.88126], [3.63705, 1.82541, 2.42655]]
}


Entry 5:
{
  "formula": "C23H25NO4S",
  "method": "wB97M-V/def2-TZVPD",
  "symbols": ["C", "C", "S", "C", "C", "C", "C", "C", "C", "C", "O", "C", "C", "C", "C", "C", "C", "C", "C", "C", "O", "N", "C", "O", "H", "H", "H", "H", "H", "H", "H", "H", "H", "H", "H", "H", "H", "H", "H", "H", "H", "C", "C", "C", "O", "C", "H", "H", "H", "H", "H", "H", "H", "H"],
  "positions_angstrom": [[2.60729, 3.15861, -1.99424], [1.54969, 2.95784, -3.19538], [0.26328, 4.28671, -3.33270], [-1.29856, 3.80989, -2.44770], [-1.48318, 2.22336, -2.42027], [-1.47424, 1.49409, -3.82038], [-1.61302, -0.05924, -3.92894], [-1.74629, -0.84231, -2.56210], [-1.84335, -2.43860, -2.59009], [-0.80335, -3.12153, -1.58603], [-1.22890, -4.05016, -0.84812], [0.72663, -2.69265, -1.40172], [1.19540, -1.96069, -0.09114], [2.69874, -1.55688, 0.13831], [3.80707, -1.85317, -0.90464], [3.35107, -2.57363, -2.22754], [1.84880, -2.97289, -2.46886], [-1.78044, -0.07266, -1.22515], [-1.65828, 1.47452, -1.08076], [-1.74229, 1.97131, 0.42766], [-1.83166, 3.11454, 0.92114], [-1.74586, 0.66616, 1.15375], [-1.89751, -0.54424, 0.28866], [-2.06394, -1.66326, 0.81998], [2.08370, 3.61847, -1.08977], [2.98940, 2.10447, -1.70323], [3.49625, 3.80716, -2.34483], [2.16330, 3.00211, -4.17709], [1.14245, 1.89261, -3.13263], [-1.37209, 4.20457, -1.36841], [-2.19977, 4.25714, -3.00437], [-1.36253, 2.13271, -4.76027], [-1.61418, -0.59784, -4.93254], [-2.93238, -2.73216, -2.42775], [-1.53898, -2.75982, -3.66029], [0.48883, -1.71068, 0.77341], [2.99152, -1.03118, 1.10530], [4.88848, -1.57341, -0.69115], [4.17402, -2.80077, -3.00240], [1.60882, -3.50149, -3.45356], [-0.84680, 0.55233, 1.66895], [-1.61658, -0.75142, 5.75030], [-0.32017, -0.36293, 6.42646], [0.71097, -0.78098, 5.39635], [0.09047, -0.64637, 4.11046], [-1.31813, -0.44346, 4.29700], [-2.48802, -0.21458, 6.12897], [-1.79390, -1.82467, 5.87626], [-0.28713, 0.72231, 6.56909], [-0.17023, -0.83931, 7.39693], [0.99638, -1.83074, 5.52257], [1.61441, -0.16757, 5.43427], [-1.53936, 0.60274, 4.05944], [-1.87587, -1.08236, 3.60879]],
  "smiles": "CCSCc1ccc(CC(=O)c2ccccc2)c2c1C(=O)NC2=O.C1CCOC1"
}


Entry 6:
{
  "formula": "C23H25NO5",
  "method": "wB97M-V/def2-TZVPD",
  "symbols": ["C", "C", "C", "C", "C", "H", "H", "C", "C", "C", "C", "C", "C", "C", "O", "H", "H", "O", "C", "O", "C", "C", "H", "C", "O", "N", "C", "C", "C", "C", "C", "C", "H", "H", "H", "O", "C", "H", "H", "H", "H", "H", "H", "H", "H", "H", "H", "H", "H", "H", "H", "H", "H", "H"],
  "positions_angstrom": [[3.86238, 2.21843, 2.34341], [5.07527, 2.69105, 1.55025], [6.03079, 1.55732, 1.17317], [5.41190, 0.45759, 0.31001], [4.92733, 0.95862, -1.04763], [5.74416, 1.47716, -1.55389], [4.10966, 1.66752, -0.91071], [4.44199, -0.18950, -1.94278], [3.25884, -0.88642, -1.33666], [2.00558, -0.32285, -1.37877], [0.89506, -0.94186, -0.78798], [1.08122, -2.17011, -0.13335], [2.33971, -2.75573, -0.08262], [3.42112, -2.12545, -0.67789], [4.65271, -2.67819, -0.65194], [4.63130, -3.51988, -0.17939], [2.45578, -3.70316, 0.42320], [0.05327, -2.81690, 0.45556], [-1.22311, -2.34301, 0.44924], [-2.05530, -3.02533, 1.01456], [-1.46240, -1.07695, -0.22837], [-0.42366, -0.41828, -0.81281], [-0.62514, 0.52163, -1.30842], [-2.82065, -0.44186, -0.33344], [-2.94682, 0.62086, -0.91730], [-3.81621, -1.14435, 0.25090], [-5.17887, -0.85205, 0.31313], [-5.72700, 0.28776, -0.26820], [-7.09348, 0.51836, -0.17639], [-7.90894, -0.39126, 0.49872], [-7.35505, -1.51768, 1.07257], [-5.99610, -1.75734, 0.98564], [-5.56225, -2.63905, 1.43313], [-7.98957, -2.21876, 1.59362], [-8.96673, -0.19205, 0.55763], [-7.72450, 1.59889, -0.71186], [-6.95264, 2.54784, -1.40921], [-6.20141, 3.00934, -0.76101], [-6.45566, 2.10228, -2.27642], [-7.65589, 3.30802, -1.74630], [-5.07225, 0.96991, -0.78074], [-3.53878, -2.01415, 0.70648], [1.86022, 0.62062, -1.88306], [4.16081, 0.21544, -2.91691], [5.25059, -0.90635, -2.08241], [6.16368, -0.31847, 0.14848], [4.58000, -0.00256, 0.84537], [6.40995, 1.10190, 2.09147], [6.88486, 1.98489, 0.64174], [4.74197, 3.20949, 0.64980], [5.63060, 3.41405, 2.15276], [3.28055, 3.07149, 2.68508], [4.17667, 1.64778, 3.21481], [3.21444, 1.59130, 1.73571]],
  "smiles": "CCCCCCc1cc2cc(C(=O)Nc3cccc(OC)c3)c(=O)oc2cc1O"
}


In the order shown, the computed total energy values come out to -6181.438866, -3387.555623, -2274.766150, -11820.677972, -1644.968849, -1322.443342 Eh.